*P*
This record from OMol25 describes C3H5NOS in the gas phase. The level of theory is ωB97M-V/def2-TZVPD.

```
11
Properties=species:S:1:pos:R:3
C 1.118 -1.245 0.559
C 0.974 -0.077 -0.303
C 0.170 1.059 0.395
N -1.869 -0.513 -0.062
O -2.987 -1.004 -0.217
S -1.594 1.057 -0.161
H 1.272 -2.136 -0.073
H 1.945 0.332 -0.635
H 0.413 -0.439 -1.078
H 0.075 0.919 1.393
H 0.482 2.045 0.181
```

The HOMO energy (alpha / beta) is -8.73 / -8.87 eV. The HOMO-LUMO gap (alpha / beta) comes out at 8.268 / 8.403 eV.

=====

*Q*
This record from OMol25 describes a molecular structure, C3H5NOS. The level of theory is ωB97M-V/def2-TZVPD.

```
11
Properties=species:S:1:pos:R:3
C 0.183 -0.811 -0.814
C -1.123 -0.560 -0.034
C 0.750 0.230 0.109
N -0.431 0.345 0.905
O 0.715 2.692 1.145
S 0.060 1.872 0.158
H 0.598 -1.803 -0.670
H 0.196 -0.553 -1.873
H -1.912 -0.060 -0.597
H -1.530 -1.424 0.492
H 2.494 0.072 1.179
```

The HOMO energy (alpha / beta) is -8.93 / -9.28 eV. The HOMO-LUMO gap (alpha / beta) comes out at 8.490 / 8.631 eV.

=====

Relative energy table, unit kJ/mol: *P* 51.3; *Q* 0.0

=====

*P*
This record from OMol25 describes C3H5NOS in the gas phase. The level of theory is ωB97M-V/def2-TZVPD.

```
11
Properties=species:S:1:pos:R:3
S 2.737 -0.256 0.007
C 1.115 -0.274 0.101
C 0.183 0.928 -0.092
C -1.190 0.276 0.162
O -0.975 -1.101 -0.205
N 0.308 -1.383 0.195
H 0.278 1.203 -1.170
H 0.487 1.825 0.483
H -1.997 0.639 -0.444
H -1.506 0.384 1.257
H 0.562 -2.241 -0.294
```

The HOMO energy is -8.55 eV. The HOMO-LUMO gap comes out at 8.966 eV.

=====

*Q*
This record from OMol25 describes 2 unconnected molecules or ions with the total composition C3H5NOS. The level of theory is ωB97M-V/def2-TZVPD.

```
11
Properties=species:S:1:pos:R:3
C 1.386 -0.869 0.238
C -0.012 -1.026 0.080
N -1.186 -1.111 0.244
S -2.713 -1.075 0.155
H 1.724 -1.231 1.280
H 1.635 0.205 0.129
H 1.915 -1.468 -0.513
C -1.843 1.722 -0.277
O -0.686 1.551 -0.532
H -2.556 1.465 -1.101
H -2.178 2.155 0.736
```

The HOMO energy is -8.28 eV. The HOMO-LUMO gap comes out at 8.907 eV.

=====

Relative energy table, unit kJ/mol: *P* 0.0; *Q* 64.9

=====

*P*
This record from OMol25 describes 2 unconnected molecules or ions with the total composition C8H8N4O4. The level of theory is ωB97M-V/def2-TZVPD.

```
24
Properties=species:S:1:pos:R:3
O -0.998 -0.609 0.230
C -1.402 0.481 0.446
C -0.802 1.455 1.410
C -1.187 2.736 1.375
N -2.232 3.150 0.624
C -2.989 2.356 -0.151
O -3.902 2.830 -0.685
N -2.522 1.074 -0.127
H -0.165 0.957 2.244
H -0.806 3.665 1.925
H -2.289 4.280 0.516
H -3.108 0.664 -0.907
O 0.620 -1.478 1.767
C 1.034 -1.562 0.645
C 0.415 -1.860 -0.632
C 1.221 -2.278 -1.722
N 2.603 -2.237 -1.769
C 3.237 -1.591 -0.771
O 4.397 -1.261 -0.772
N 2.469 -1.287 0.276
H -0.633 -2.458 -0.730
H 0.618 -2.694 -2.604
H 3.046 -2.459 -2.605
H 3.003 -1.125 1.200
```

The HOMO energy is -8.70 eV. The HOMO-LUMO gap comes out at 9.033 eV.

=====

*Q*
This record from OMol25 describes 2 unconnected molecules or ions with the total composition C8H8N4O4. The level of theory is ωB97M-V/def2-TZVPD.

```
24
Properties=species:S:1:pos:R:3
O -6.146 -1.544 -0.028
C -5.259 -0.715 -0.011
C -5.295 0.757 -0.326
C -4.124 1.474 -0.496
N -2.932 0.878 -0.235
C -2.762 -0.416 0.214
O -1.749 -0.934 0.579
N -3.917 -1.216 0.120
H -6.245 1.231 -0.579
H -4.057 2.550 -0.664
H -2.027 1.398 -0.469
H -3.933 -2.182 0.392
O 2.758 -2.298 -0.296
C 3.329 -1.327 0.029
C 2.797 -0.334 0.894
C 3.418 0.848 0.866
N 4.693 1.049 0.261
C 5.423 0.011 -0.239
O 6.536 -0.022 -0.681
N 4.692 -1.197 -0.354
H 1.618 -0.257 0.909
H 2.963 1.930 0.985
H 4.945 2.143 0.131
H 5.275 -1.825 -1.000
```

The HOMO energy is -9.60 eV. The HOMO-LUMO gap comes out at 9.626 eV.

=====

Relative energy table, unit kJ/mol: *P* 164.1; *Q* 0.0

=====

*P*
This record from OMol25 describes a molecular structure, C5H8N2. The level of theory is ωB97M-V/def2-TZVPD.

```
15
Properties=species:S:1:pos:R:3
C -1.379 -0.393 -1.681
N -0.448 0.088 -0.697
C 0.796 0.598 -0.953
C 1.489 0.720 0.222
C 0.596 0.298 1.236
N 1.037 0.005 2.557
C -0.578 -0.135 0.649
H -1.202 0.141 -2.615
H -1.255 -1.472 -1.836
H -2.406 -0.193 -1.362
H 1.091 0.851 -1.957
H 2.507 1.062 0.367
H 0.987 -0.891 1.800
H 0.232 -0.097 3.184
H -1.466 -0.581 1.087
```

The HOMO energy is -7.71 eV. The HOMO-LUMO gap comes out at 8.582 eV.

=====

*Q*
This record from OMol25 describes C5H8N2 in the gas phase. The level of theory is ωB97M-V/def2-TZVPD.

```
15
Properties=species:S:1:pos:R:3
C 1.386 -0.144 1.026
C 0.959 0.149 -0.458
C 0.425 -0.866 -1.439
N -0.289 -0.584 -0.255
C -1.448 0.221 -0.196
C -1.549 0.977 1.079
N -1.706 1.598 2.043
H 1.917 -1.091 1.086
H 0.520 -0.288 1.719
H 1.927 0.706 1.403
H 0.868 1.171 -0.891
H -0.103 -0.496 -2.320
H 0.860 -1.854 -1.543
H -1.471 0.957 -1.010
H -2.295 -0.455 -0.246
```

The HOMO energy is -9.39 eV. The HOMO-LUMO gap comes out at 10.254 eV.

=====

Relative energy table, unit kJ/mol: *P* 0.0; *Q* 67.9